# 1
# C2H2N2O

C2H2N2O as an isolated structure (ωB97M-V/def2-TZVPD, the OMol25 dataset).

Last column: Löwdin charge in e.
Geometry (Å):
C 1.0236 0.1783 -0.0084  -0.212
C -1.0245 0.1482 -0.0066  -0.216
H 2.0434 0.5298 0.0289  0.116
H -2.0916 0.3458 -0.0014  0.139
N -0.0589 1.0049 -0.0046  0.104
N 0.7438 -1.0970 -0.0089  0.083
O -0.6358 -1.1101 0.0009  -0.014

Kohn-Sham gap ... 12.14 eV
Charge ... 0
E_LUMO ... 1.03 eV
Multiplicity ... 1

---

# 2
# C6H10N2O2

C6H10N2O2 as an isolated structure in a non-equilibrium geometry (ωB97M-V/def2-TZVPD, the OMol25 dataset).

Last column: Löwdin charge in e.
Geometry (Å):
C -0.5539 1.1594 1.6902  -0.099
N -0.2238 0.7970 0.3172  -0.151
C 0.0640 -0.5710 0.1167  -0.306
C -0.4252 -1.6520 0.8306  -0.071
N 0.2126 -2.7709 0.3618  -0.001
C 0.9723 -2.4603 -0.7239  -0.131
C 0.8347 -1.1053 -0.9660  -0.043
H -1.5566 0.8025 1.9545  0.081
H 0.1903 0.7453 2.3883  0.095
H -0.5944 2.2528 1.7782  0.088
H -1.2140 -1.7120 1.5734  0.119
H 0.1752 -3.6801 0.8011  0.151
H 1.5159 -3.2259 -1.2693  0.112
H 1.2057 -0.5651 -1.8336  0.096
H 1.0137 1.7536 -0.2086  0.228
C -0.9790 1.7249 -1.0114  -0.184
O -1.8771 2.5216 -0.8131  0.043
H -0.9372 1.0624 -1.8980  0.131
O 0.9003 2.6353 -1.1326  -0.187
H 1.2766 2.2879 -1.9554  0.028

Kohn-Sham gap ... 8.71 eV
Charge ... 0
E_LUMO ... 0.72 eV
Multiplicity ... 1

---

# 3
# C2N4O2

C2N4O2 as an isolated structure in a non-equilibrium geometry (ωB97M-V/def2-TZVPD, the OMol25 dataset).

Last column: Löwdin charge in e.
Geometry (Å):
C -0.0311 -0.6578 -0.1083  -0.269
C 0.0276 0.7561 -0.0820  -0.466
N 2.0607 -0.2286 0.0658  0.166
N 1.2570 -1.1285 -0.0026  0.092
N -1.3018 -1.0679 -0.0080  0.083
N -2.1222 -0.2091 0.1170  0.233
O -1.1187 1.3195 -0.0296  0.073
O 1.2285 1.2163 0.0476  0.088

Kohn-Sham gap ... 9.77 eV
Charge ... 0
E_LUMO ... -0.62 eV
Multiplicity ... 1

---

# 4
# CH5ClO4Os

CH5ClO4Os as an isolated structure in a non-equilibrium geometry (ωB97M-V/def2-TZVPD, the OMol25 dataset).

Last column: Löwdin charge in e.
Geometry (Å):
Os -0.1987 -0.0814 0.5273  1.578
C -0.6646 2.0045 0.1440  -0.109
H -1.3344 2.0304 -0.7174  0.061
H -1.0683 2.5114 1.0181  0.051
H 0.3241 2.3747 -0.1436  0.061
H 1.3024 0.4097 0.9819  0.127
H 0.8009 0.4581 1.8984  0.212
O 1.6963 -2.6730 -0.9208  -0.176
Cl 0.2848 -2.3667 -1.1000  1.123
O -0.9287 -2.8124 -1.7125  -0.163
O -0.4292 -1.6527 1.1869  -0.381
O 0.2154 -0.2025 -1.1622  -0.386

Kohn-Sham gap (spin up / spin down) ... 6.98 / 6.21 eV
Charge ... +2
E_LUMO (spin up / spin down) ... -13.18 / -14.78 eV
Multiplicity ... 5
<S²> ... 6.1018

---

# 5
# C22H26GeIN2O2ScSe

C22H26GeIN2O2ScSe as an isolated structure (ωB97M-V/def2-TZVPD, the OMol25 dataset).

Last column: Löwdin charge in e.
Geometry (Å):
Sc 0.0863 0.2017 -0.8419  1.014
C 1.0318 2.8965 2.5738  -0.001
C 1.0860 4.1502 1.9882  0.013
C 0.8219 4.2823 0.6317  0.036
C 0.5031 3.1585 -0.1073  -0.172
N 0.4487 1.9377 0.4689  0.013
C 0.7128 1.8153 1.7781  -0.074
C 0.2201 3.1929 -1.5684  -0.176
C 0.1917 4.3564 -2.3143  0.035
C -0.0577 4.2794 -3.6780  0.013
C -0.2690 3.0425 -4.2649  0.000
C -0.2329 1.9235 -3.4575  -0.078
N -0.0004 1.9908 -2.1407  0.000
H 1.2370 2.7518 3.6245  0.130
H 1.3382 5.0217 2.5774  0.135
H 0.8744 5.2545 0.1665  0.124
H 0.6758 0.8098 2.1814  0.126
H 0.3598 5.3172 -1.8528  0.123
H -0.0826 5.1811 -4.2748  0.134
H -0.4592 2.9423 -5.3234  0.130
H -0.3915 0.9351 -3.8734  0.127
I 7.5089 -4.2351 0.0592  0.989
C 5.7327 -3.1924 -0.1441  -0.717
C 4.7492 -3.3105 0.8385  -0.121
C 3.5638 -2.6197 0.7022  0.009
C 3.3592 -1.8074 -0.4182  -0.149
C 4.3491 -1.6917 -1.4005  0.013
C 5.5344 -2.3824 -1.2618  -0.119
C 2.1192 -1.0909 -0.5730  -0.487
O 1.1602 -1.1625 0.2930  -0.093
O 1.8747 -0.3355 -1.5978  -0.062
H 4.9174 -3.9428 1.6986  0.104
H 2.7922 -2.7047 1.4549  0.126
H 4.1790 -1.0651 -2.2645  0.128
H 6.3041 -2.3014 -2.0162  0.105
C -5.1594 -0.3061 1.1092  -0.204
Ge -3.6177 -1.2951 1.7489  0.781
C -3.7762 -3.2157 1.4929  -0.205
C -3.0682 -0.8066 3.5485  -0.204
C -2.0629 -0.6677 0.6020  -0.597
Se -2.3038 -0.9820 -1.3333  0.965
C -1.6629 -2.8259 -1.3857  -0.319
H -6.0423 -0.5985 1.6775  0.037
H -5.3554 -0.5139 0.0573  0.021
H -5.0182 0.7671 1.2382  0.030
H -4.4448 -3.6198 2.2534  0.037
H -2.8152 -3.7194 1.5979  0.032
H -4.2058 -3.4549 0.5197  0.025
H -3.8376 -1.1010 4.2621  0.035
H -2.9281 0.2714 3.6351  0.025
H -2.1427 -1.3098 3.8289  0.028
H -1.1420 -1.1697 0.9338  0.014
H -1.9950 0.4147 0.7696  0.015
H -2.4448 -3.4752 -1.0056  0.024
H -0.7608 -2.9288 -0.7876  0.034
H -1.4548 -3.0621 -2.4261  0.044

Kohn-Sham gap ... 6.37 eV
Charge ... +2
E_LUMO ... -6.82 eV
Multiplicity ... 1

---

# 6
# C21H37N3OS

One molecule with the formula C21H37N3OS (ωB97M-V/def2-TZVPD, the OMol25 dataset).

Last column: Löwdin charge in e.
Geometry (Å):
C -4.5440 -1.7931 0.8887  -0.072
H -5.3707 -2.4990 0.8532  0.079
H -3.7838 -2.1227 0.1872  0.060
H -4.1321 -1.8020 1.8961  0.078
C -5.0216 -0.3948 0.5090  -0.405
C -5.5717 -0.3983 -0.9138  -0.080
H -5.9496 0.5852 -1.1854  0.074
H -6.3876 -1.1123 -1.0008  0.076
H -4.7895 -0.6801 -1.6133  0.074
C -3.8947 0.6425 0.6778  -0.175
N -2.7518 0.3622 -0.1830  -0.120
C -2.6102 1.2892 -1.2919  -0.153
C -1.9595 2.6230 -0.8967  -0.162
N -0.6816 2.3398 -0.2828  -0.191
C -0.8816 1.5549 0.9175  -0.133
C -1.4883 0.1976 0.5254  -0.289
H -1.6953 -0.3685 1.4413  0.144
C -0.4535 -0.5770 -0.3047  -0.142
H 0.4191 -0.7508 0.3290  0.107
C -0.9571 -1.9260 -0.8165  -0.262
H -0.2296 -2.3514 -1.5121  0.114
O -1.0941 -2.8852 0.2064  -0.064
H -1.7466 -2.5602 0.8368  0.059
H -1.9089 -1.7841 -1.3450  0.108
H -0.1378 0.0367 -1.1469  0.093
H 0.0821 1.4012 1.4076  0.124
H -1.5494 2.0758 1.6311  0.131
C 0.1741 3.4932 -0.0687  -0.208
C 1.5639 3.0054 0.1650  -0.515
C 2.3725 3.1532 1.2469  -0.128
C 3.5776 2.4215 1.1419  -0.132
C 3.6823 1.7143 -0.0161  -0.502
S 2.2800 1.9540 -1.0105  1.099
C 4.7680 0.7605 -0.4138  -0.204
N 4.4261 -0.6472 -0.2947  -0.167
C 3.9620 -1.0195 1.0279  -0.201
C 3.9380 -2.5400 1.1553  -0.181
C 3.0271 -3.1413 0.0907  -0.200
C 3.4865 -2.6613 -1.2813  -0.180
C 3.5212 -1.1356 -1.3177  -0.218
H 3.8870 -0.7948 -2.2899  0.122
H 2.4960 -0.7506 -1.1838  0.080
H 4.4899 -3.0410 -1.4813  0.113
H 2.8159 -3.0281 -2.0601  0.107
H 3.0566 -4.2311 0.1401  0.109
H 1.9953 -2.8281 0.2644  0.099
H 4.9528 -2.9179 1.0195  0.114
H 3.5970 -2.8168 2.1545  0.109
H 4.6490 -0.5934 1.7640  0.123
H 2.9519 -0.6209 1.2355  0.121
H 5.0657 0.9390 -1.4511  0.118
H 5.6356 0.9423 0.2300  0.125
H 4.3369 2.4201 1.9042  0.109
H 2.1189 3.7625 2.0969  0.110
H -0.1486 4.1166 0.7850  0.132
H 0.1382 4.1077 -0.9744  0.121
H -1.8007 3.2274 -1.7928  0.123
H -2.6252 3.1854 -0.2136  0.122
H -3.5931 1.4737 -1.7261  0.114
H -1.9854 0.8137 -2.0515  0.121
H -3.5891 0.6397 1.7294  0.120
H -4.3089 1.6356 0.4673  0.118
H -5.8255 -0.1007 1.1948  0.132

Kohn-Sham gap ... 8.83 eV
Charge ... 0
SMILES ... CC(C)CN1CCN(Cc2ccc(CN3CCCCC3)s2)C[C@@H]1CCO
E_LUMO ... 0.69 eV
Multiplicity ... 1

---

E / eV: -7132.6366; -13456.1401; -12124.5227; -24259.7342; -180965.2148; -39730.4321